(1)
12
Properties=species:S:1:pos:R:3:lowdin_charge:R:1 method="wB97M-V/def2-TZVPD" homo_ev=-9.38 lumo_ev=0.2 relative_energy_kcal_mol=17.4 gap_ha=0.3516 largest_force_ev_per_a=3.75 total_charge=0
C 0.55 -1.74 0.27 0.009
C 1.02 -0.48 0.05 -0.702
C 0.21 0.75 -0.04 -0.512
C -1.24 0.50 -0.09 -0.055
N 0.82 1.85 -0.12 0.101
Br 2.85 -0.04 -0.04 0.765
H 1.11 -2.65 0.06 0.073
H -0.43 -2.02 0.31 0.023
H -1.88 1.35 -0.02 0.071
H -1.75 -0.05 0.66 0.069
H -1.47 -0.11 -0.98 0.110
H 0.21 2.63 -0.07 0.048

=====

(2)
143
Properties=species:S:1:pos:R:3:lowdin_charge:R:1 method="wB97M-V/def2-TZVPD" homo_ev=-8.54 lumo_ev=-0.5 gap_ha=0.2954 largest_force_ev_per_a=8.70 total_charge=0
C -1.38 4.10 2.75 -0.186
C -2.89 4.01 2.06 -0.240
C -2.63 3.78 0.43 -0.179
C -3.67 2.72 -0.25 -0.221
N -3.03 1.44 -0.78 -0.209
C -2.07 1.70 -1.92 -0.239
C -1.49 0.38 -2.68 -0.170
C -0.12 -0.26 -2.02 -0.154
C 1.27 0.31 -2.71 -0.192
O 2.20 -0.73 -3.16 -0.160
C 2.53 -1.69 -2.09 -0.284
O 1.98 -2.93 -2.20 -0.040
N 3.37 -1.42 -0.87 0.046
C 2.53 -1.45 0.40 -0.156
C 2.33 -2.96 1.03 -0.185
O 3.59 -3.71 1.09 -0.203
C 3.91 -4.16 2.46 -0.248
C 4.17 -2.91 3.52 -0.119
C -4.25 0.62 -1.26 -0.948
S -4.95 0.98 -2.81 0.569
S -5.05 -0.79 -0.32 0.801
C -3.85 -1.50 0.93 -0.477
C -3.85 -0.74 2.38 -0.280
C -4.09 -1.81 3.62 -0.165
H -1.52 3.91 3.91 0.054
H -0.68 3.29 2.28 0.075
H -0.94 5.18 2.52 0.078
H -3.48 5.01 2.27 0.104
H -3.48 3.12 2.56 0.100
H -2.85 4.84 -0.06 0.122
H -1.49 3.55 0.27 0.086
H -4.38 3.25 -1.05 0.120
H -4.41 2.36 0.62 0.125
H -1.12 2.24 -1.43 0.112
H -2.52 2.53 -2.65 0.122
H -2.26 -0.49 -2.84 0.063
H -1.17 0.73 -3.78 0.123
H -0.24 -1.44 -2.12 0.136
H -0.10 0.10 -0.89 0.105
H 0.99 0.96 -3.67 0.133
H 1.80 1.08 -1.97 0.082
H 3.78 -0.45 -0.90 0.113
H 3.02 -0.75 1.21 0.136
H 1.46 -1.01 0.18 0.108
H 1.58 -3.56 0.33 0.137
H 1.78 -2.87 2.08 0.098
H 4.91 -4.78 2.39 0.088
H 3.09 -4.90 2.86 0.108
H 5.15 -2.33 3.22 0.088
H 4.26 -3.39 4.61 -0.004
H 3.25 -2.18 3.55 0.064
H -4.19 -2.62 1.13 0.091
H -2.74 -1.55 0.49 0.100
H -2.79 -0.24 2.58 0.100
H -4.66 0.12 2.45 0.102
H -4.61 -2.81 3.26 0.019
H -4.70 -1.35 4.50 0.057
H -3.03 -2.12 4.05 0.010
C 8.03 -5.45 3.05 -2.007
Cl 7.81 -4.25 1.75 0.527
Cl 7.51 -7.05 2.48 0.517
Cl 9.75 -5.51 3.51 0.516
Cl 7.06 -4.98 4.46 0.506
C 2.26 -1.59 -6.78 -1.987
Cl 1.54 -2.62 -5.52 0.569
Cl 3.96 -1.27 -6.39 0.507
Cl 2.15 -2.43 -8.35 0.485
Cl 1.37 -0.05 -6.88 0.503
C -0.83 7.14 5.77 -1.985
Cl -2.38 6.54 5.14 0.528
Cl -0.89 7.19 7.55 0.523
Cl 0.48 6.05 5.25 0.508
Cl -0.52 8.78 5.14 0.479
C 3.26 4.41 -2.41 -1.987
Cl 3.23 5.11 -4.05 0.475
Cl 3.97 2.78 -2.46 0.533
Cl 4.24 5.45 -1.34 0.514
Cl 1.59 4.32 -1.78 0.509
C 0.13 -2.87 5.55 -1.963
Cl 0.97 -4.27 4.83 0.509
Cl -0.37 -1.75 4.25 0.535
Cl -1.31 -3.43 6.44 0.507
Cl 1.23 -2.02 6.67 0.523
C 3.23 10.28 4.50 -1.999
Cl 3.74 10.98 6.05 0.516
Cl 4.66 10.04 3.46 0.510
Cl 2.44 8.70 4.79 0.458
Cl 2.08 11.37 3.69 0.510
C -5.27 -5.92 4.92 -1.979
Cl -6.34 -5.92 6.35 0.521
Cl -6.11 -5.15 3.55 0.489
Cl -3.78 -5.01 5.29 0.496
Cl -4.85 -7.60 4.49 0.528
C 3.18 -5.61 7.82 -1.966
Cl 1.71 -6.27 7.07 0.456
Cl 4.08 -6.93 8.63 0.510
Cl 4.21 -4.88 6.57 0.525
Cl 2.73 -4.37 9.03 0.522
C 5.68 8.89 -3.48 -2.000
Cl 3.91 8.74 -3.55 0.464
Cl 6.20 8.95 -1.77 0.506
Cl 6.43 7.49 -4.28 0.510
Cl 6.18 10.39 -4.30 0.517
C -4.69 -2.08 -5.44 -1.979
Cl -4.53 -1.86 -3.68 0.475
Cl -4.84 -3.82 -5.81 0.491
Cl -6.15 -1.23 -6.01 0.519
Cl -3.25 -1.43 -6.25 0.509
C 4.34 1.34 -9.61 -1.967
Cl 4.84 2.04 -8.05 0.507
Cl 5.77 1.10 -10.64 0.478
Cl 3.55 -0.24 -9.31 0.452
Cl 3.19 2.43 -10.41 0.516
C 8.49 2.47 -13.20 -2.005
Cl 8.04 0.82 -12.68 0.481
Cl 9.53 3.22 -11.97 0.513
Cl 9.37 2.38 -14.75 0.514
Cl 7.02 3.45 -13.41 0.508
C 3.37 -10.40 5.89 -1.992
Cl 3.35 -10.53 4.12 0.513
Cl 4.98 -10.84 6.50 0.512
Cl 2.99 -8.73 6.37 0.452
Cl 2.15 -11.50 6.58 0.516
C -8.23 -1.38 5.37 -1.987
Cl -7.39 -2.78 4.65 0.477
Cl -8.73 -0.26 4.08 0.512
Cl -9.67 -1.95 6.26 0.493
Cl -7.13 -0.54 6.49 0.516
C -13.58 -0.28 7.19 -2.010
Cl -15.06 -0.94 6.43 0.512
Cl -12.69 -1.60 7.99 0.493
Cl -12.55 0.45 5.93 0.499
Cl -14.03 0.95 8.39 0.512
C 1.21 7.82 -6.37 -1.997
Cl 0.00 8.27 -7.61 0.522
Cl 2.48 9.07 -6.31 0.489
Cl 0.41 7.70 -4.78 0.507
Cl 1.94 6.25 -6.79 0.493
C -3.01 -6.03 -8.68 -2.011
Cl -2.17 -7.43 -9.40 0.511
Cl -3.51 -4.91 -9.98 0.511
Cl -4.45 -6.59 -7.79 0.493
Cl -1.91 -5.19 -7.56 0.496

=====

| no. | E (eV) |
| --- | --- |
| 1 | -75776.16388 |
| 2 | -918110.76142 |